(1)
Here is the molecule C17H24N2O3 from the OMol25 dataset. Energies are from wB97M-V/def2-TZVPD.

Results
SMILES string   CC(=O)N1CCC(C(=O)NCCOc2cccc(C)c2)CC1

XYZ file:
```
46
Properties=species:S:1:pos:R:3:forces:R:3
C 0.298 -0.780 1.933 0.338 0.232 -0.343
H -0.686 4.206 0.143 -0.017 0.034 0.108
C -0.283 -2.717 0.442 -0.234 0.267 -0.187
H 0.556 -2.749 -2.290 -0.134 0.055 -0.049
H 2.249 -1.028 2.829 0.062 0.037 0.002
H 0.255 -4.443 -1.848 -0.124 0.001 -0.015
C 0.536 2.591 -2.556 0.040 0.061 0.001
C 1.808 -3.484 -0.694 -0.200 -0.197 -0.262
H -0.794 -3.022 -0.469 0.017 -0.049 0.066
C 1.750 -1.257 1.887 -0.189 -0.145 0.095
O -2.351 2.018 0.359 0.075 -0.043 -0.340
H -0.374 3.113 2.120 -0.149 0.006 0.136
H 0.045 -0.685 -0.198 -0.030 0.023 -0.042
C 0.231 0.741 2.016 -0.112 -0.528 0.334
C 0.371 3.563 -1.592 0.054 -0.042 -0.098
C -2.454 2.806 1.520 0.130 0.114 0.369
C -0.582 3.426 -0.595 -0.256 0.026 0.250
C -1.269 2.605 2.484 -0.067 0.094 -0.288
H 1.293 2.705 -3.317 0.088 0.025 -0.091
N 1.109 -3.089 0.398 -0.070 0.009 0.387
H -1.655 0.564 2.796 0.174 -0.096 -0.051
H 1.363 -3.313 2.450 0.034 -0.019 -0.020
N -0.913 1.210 2.578 -0.408 0.218 0.285
H -0.885 -0.345 -3.542 -0.032 -0.079 -0.039
H 2.268 -0.717 1.093 0.033 0.003 0.032
H 1.715 -4.007 -2.745 0.010 0.017 0.044
C -1.228 1.326 -1.563 -0.050 0.101 0.091
H 2.852 -3.082 1.497 -0.171 -0.005 0.095
H -0.084 0.832 -4.591 -0.003 -0.039 -0.089
H -1.472 -0.928 0.680 -0.043 0.051 -0.049
O 1.108 1.471 1.612 0.306 0.128 -0.192
H 0.995 4.444 -1.603 0.055 0.072 0.006
H -3.378 2.457 1.994 0.087 0.121 -0.051
O 3.004 -3.697 -0.644 0.343 -0.019 -0.156
C 1.020 -3.681 -1.975 0.271 -0.042 0.001
H 0.867 -0.109 -3.449 0.042 -0.082 -0.039
C -0.416 -1.206 0.644 -0.087 -0.318 0.180
H -1.882 0.466 -1.539 -0.069 -0.117 0.003
C 1.817 -2.759 1.619 0.399 0.117 0.118
H -0.212 -1.220 2.797 -0.030 0.016 -0.009
C -1.378 2.292 -0.570 0.008 -0.051 -0.125
H -2.568 3.870 1.282 -0.036 -0.079 0.025
H -1.536 3.001 3.469 0.031 0.069 -0.104
H -0.750 -3.240 1.287 -0.039 -0.005 -0.100
C -0.273 1.458 -2.553 -0.068 0.033 0.091
C -0.089 0.395 -3.594 0.020 0.027 0.023
```
Positions in Å, forces in eV/Å.

---

(2)
Here is the molecule C17H24N2O5S at a distorted geometry from the OMol25 dataset. Energies are from wB97M-V/def2-TZVPD.

Results
SMILES string   CC(C)CCOC[C@H]1C[C@]2(C[C@@](C)(c3csc(N)n3)OC2=O)C(=O)O1

XYZ file:
```
49
Properties=species:S:1:pos:R:3:forces:R:3
H -5.620 3.284 1.909 -0.088 -0.090 0.038
H -1.669 -0.722 2.086 -0.007 -0.002 -0.046
H 4.676 0.577 -2.205 0.008 -0.147 -0.078
H -3.563 -1.612 1.004 0.008 -0.039 -0.004
C 3.982 0.642 0.460 -0.299 0.320 0.023
C -4.568 -1.361 -1.892 0.386 0.076 0.051
C 0.303 -1.592 1.763 0.295 0.897 0.020
O -2.202 -0.894 -1.871 -0.371 0.236 -0.575
N -4.553 0.628 0.474 -0.511 -0.404 0.335
O 0.106 -2.961 1.429 0.391 -0.386 0.222
H 3.529 1.905 -2.018 -0.122 0.012 -0.126
H 6.562 0.303 -0.444 0.057 -0.142 -0.046
H -4.385 -2.354 -2.294 -0.002 -0.112 -0.003
H -6.173 1.675 2.143 -0.006 0.038 -0.017
C -3.037 -1.885 0.092 0.038 -0.093 -0.099
H -5.456 -1.374 -1.268 -0.096 -0.001 0.048
C 2.496 1.005 0.438 0.251 0.027 -0.049
H 6.573 1.356 0.971 0.080 -0.024 0.112
S -3.532 2.956 0.030 -0.328 -0.524 0.222
H -3.301 -2.907 -0.191 0.008 0.062 -0.023
H 4.119 -0.362 0.052 0.077 -0.099 0.006
O 1.730 0.282 1.383 -0.183 -0.130 0.222
H -4.716 -0.667 -2.716 -0.064 0.070 -0.061
H -0.677 0.136 0.897 -0.054 0.010 0.072
H -2.188 1.713 -1.606 0.184 -0.036 -0.202
H 5.222 2.247 -2.359 0.040 0.056 -0.115
H 2.435 -1.673 1.439 -0.066 0.030 -0.050
C -2.955 1.595 -0.870 -0.065 -0.112 0.039
H 2.077 0.850 -0.566 -0.015 0.059 0.066
H 4.658 2.638 0.048 -0.009 -0.013 0.018
H 1.482 -1.232 -0.006 0.027 -0.021 0.143
O -0.022 -1.262 -1.662 -0.017 0.039 -0.203
C -0.950 -0.848 1.276 0.135 0.033 0.079
C 6.332 1.304 -0.088 -0.248 0.197 0.027
C 4.548 1.586 -1.819 -0.017 0.180 0.258
C -3.378 -0.914 -1.051 -0.543 -0.160 0.374
N -5.435 2.297 1.854 -0.305 0.219 0.389
H 6.966 2.011 -0.619 0.123 0.045 -0.055
H 4.305 0.629 1.504 0.005 -0.059 0.045
H 2.365 2.053 0.723 0.042 -0.020 -0.123
C -0.862 -3.124 0.531 -0.579 0.063 -0.530
C -1.521 -1.778 0.203 -0.111 -0.003 -0.095
C 1.580 -1.086 1.077 -0.020 -0.325 -0.011
C -4.637 1.855 0.857 0.690 0.545 -0.498
C 4.857 1.626 -0.324 0.090 -0.295 -0.035
O -1.190 -4.183 0.085 0.124 -0.055 0.063
H 0.425 -1.529 2.848 -0.069 -0.031 -0.141
C -1.129 -1.303 -1.209 0.586 -0.366 0.686
C -3.608 0.469 -0.499 0.551 0.476 -0.369
```
Positions in Å, forces in eV/Å.

---

(3)
Here is the molecule C17H24N2O6S2 at a distorted geometry from the OMol25 dataset. Energies are from wB97M-V/def2-TZVPD.

Results
SMILES string   O=S(=O)(c1ccc(S(=O)(=O)N2CCC3(CC2)OCCO3)cc1)N1CCCC1

XYZ file:
```
51
Properties=species:S:1:pos:R:3:forces:R:3
C 0.043 1.609 -1.041 -0.163 -0.045 0.003
C 1.333 1.375 -0.603 0.348 0.274 0.192
N 2.674 3.413 -1.604 -0.299 -0.275 1.027
C -1.878 -3.949 1.492 -0.165 0.455 0.185
H 2.124 5.119 -2.659 0.016 0.038 0.087
C -1.053 -3.170 0.472 0.438 -0.454 0.343
H 4.263 6.250 -2.252 0.023 0.055 0.034
H -4.341 -3.184 0.540 -0.033 -0.012 -0.044
H 2.892 -0.024 -0.244 0.108 -0.100 0.018
H -2.408 -4.768 1.010 0.014 -0.071 -0.037
C -3.784 -2.387 1.031 0.380 -0.032 0.315
C 4.704 4.138 -2.656 -0.105 0.052 0.091
H -4.684 -2.408 4.248 0.073 -0.066 0.058
O 1.483 3.710 0.603 -0.170 0.071 -0.200
H -2.595 -1.283 4.770 0.008 -0.074 0.029
H -2.386 -0.829 0.539 -0.049 -0.003 -0.069
C 3.900 2.906 -2.211 0.490 -0.663 -0.350
H 2.113 5.283 -0.884 -0.019 0.151 -0.169
H -1.228 -4.354 2.268 -0.009 -0.006 0.032
O -3.710 -3.774 3.036 0.136 -0.127 -0.199
O -0.360 -3.200 -2.363 0.225 0.068 0.277
C -2.511 -2.239 4.254 -0.094 -0.328 0.345
O -2.239 -1.664 -2.817 -0.050 0.296 0.207
C -2.891 -1.663 0.029 -0.597 0.407 0.091
C 1.114 -0.962 -1.038 0.067 -0.053 -0.025
C -0.177 -0.729 -1.473 -0.331 -0.580 -0.148
H -3.477 -1.282 -0.808 -0.056 0.105 0.183
H 4.554 5.255 -0.809 0.008 0.052 0.046
H -4.485 -1.683 1.481 -0.018 -0.009 0.027
O -2.296 -1.987 2.882 -0.044 0.080 -0.307
C -3.801 -3.060 4.250 0.040 0.405 0.157
C 1.882 0.107 -0.599 0.090 0.009 0.093
C 4.119 5.267 -1.809 -0.125 -0.103 -0.103
H -0.367 -3.830 -0.058 0.055 0.010 0.208
H -3.871 -3.779 5.066 -0.008 0.083 0.008
H 3.646 2.253 -3.051 0.122 0.016 0.046
C -0.725 0.541 -1.478 -0.034 0.225 -0.006
C 2.648 4.863 -1.732 -0.132 0.695 0.132
H -1.731 0.673 -1.842 -0.108 0.119 -0.019
N -1.930 -2.591 -0.517 0.310 0.075 -1.047
H 1.502 -1.968 -1.068 0.130 -0.080 0.035
H 5.771 4.003 -2.500 0.028 -0.035 -0.065
H 4.441 2.326 -1.461 0.090 0.013 -0.224
S -1.208 -2.127 -1.939 -0.066 -0.073 0.059
H -1.677 -2.817 4.673 -0.083 0.084 0.005
H 4.527 4.338 -3.714 0.048 0.000 -0.024
H -0.339 2.617 -1.020 -0.154 0.094 -0.061
C -2.920 -3.020 2.135 -0.096 -0.290 -0.591
S 2.324 2.781 -0.093 -0.202 -0.256 -0.388
H -0.484 -2.386 0.997 0.013 -0.073 -0.049
O 3.500 2.288 0.570 -0.052 -0.125 -0.207
```
Positions in Å, forces in eV/Å.

---

(4)
Here is the molecule C17H24N4O3 at a distorted geometry from the OMol25 dataset. Energies are from wB97M-V/def2-TZVPD.

Results
SMILES string   NCCCC[C@H](NC(=O)[C@@H](N)Cc1c[nH]c2ccccc12)C(=O)O

XYZ file:
```
48
Properties=species:S:1:pos:R:3:forces:R:3
H 2.577 0.646 4.865 0.490 -0.394 1.565
H 2.424 -0.108 -3.313 -1.341 -0.808 0.688
C -2.130 -2.643 -1.484 0.889 -2.375 1.717
H -0.501 -3.018 -2.796 0.519 -0.315 -0.091
H -1.004 -4.393 -1.763 0.417 -0.147 0.035
C 4.093 0.755 2.403 -0.304 -0.350 0.640
H 4.707 0.104 2.945 1.095 -0.585 0.982
C 0.600 1.758 2.634 0.952 0.165 0.645
H -1.073 2.971 2.912 0.080 -0.257 -1.194
C -0.637 2.395 2.045 1.099 0.957 2.057
C -1.062 0.464 0.568 -0.519 2.133 -0.868
C 0.831 1.358 3.924 0.050 -0.241 0.248
H 1.567 2.411 -0.008 0.661 -0.072 0.297
C -2.635 -1.318 -1.871 -0.693 0.290 -1.495
H -1.688 0.003 2.953 -0.664 0.878 -0.320
H -0.277 3.081 1.274 -0.346 0.123 0.028
O 1.034 1.587 -2.629 0.724 1.597 -0.478
C 3.629 1.850 0.322 0.688 0.402 -1.309
C 2.332 2.012 0.678 -1.964 0.091 1.344
C -1.679 1.462 1.518 -0.762 -0.812 1.119
H -2.451 2.087 1.096 -0.193 0.036 -0.773
C 1.908 1.648 2.021 -0.450 0.369 -3.353
C 4.501 1.196 1.188 1.455 -0.198 -0.544
H -2.219 -3.384 -4.191 -0.274 -0.619 0.338
N -2.091 -4.116 -3.482 -0.133 0.065 -1.608
C 2.812 1.026 2.865 -1.239 0.752 -0.464
H 0.055 -0.954 -1.158 -0.321 0.014 0.448
O 1.637 -0.546 -2.855 2.017 0.192 -1.149
C 0.856 0.428 -2.440 -1.830 -0.293 0.809
H -3.496 -1.475 -2.602 1.112 0.558 0.550
H -2.953 -3.266 -1.104 -0.102 0.195 0.064
H -3.115 -0.936 -0.961 0.314 0.623 -0.297
N 2.114 0.824 4.028 -0.383 0.279 -0.543
N -2.362 0.723 2.601 0.394 -0.967 0.039
H -1.461 -2.540 -0.623 -0.163 0.256 0.214
H -0.606 1.897 -1.014 -0.411 -0.666 0.888
C -1.509 -0.454 -2.513 -1.498 0.114 -0.663
H -1.129 -0.967 -3.395 -0.080 -0.214 -0.134
C -1.338 -3.584 -2.401 -0.383 1.346 0.557
H 0.237 1.487 4.839 0.143 -0.363 -0.674
N -0.738 0.935 -0.670 0.653 -0.524 -1.007
H -1.964 0.466 -2.874 0.004 0.190 -0.176
H 5.550 0.989 0.884 -0.923 0.168 0.159
H -3.092 0.131 2.159 0.578 0.631 0.404
O -0.934 -0.683 0.883 0.298 -1.619 0.230
H -2.989 -4.430 -3.147 -0.300 -0.007 -0.185
C -0.349 -0.071 -1.652 1.117 -0.329 0.598
H 4.017 2.192 -0.659 -0.472 -0.269 0.660
```
Positions in Å, forces in eV/Å.

---

(5)
Here is the molecule C17H24N4O4S2 at a distorted geometry from the OMol25 dataset. Energies are from wB97M-V/def2-TZVPD.

Results
SMILES string   CCCN(CCC)S(=O)(=O)c1ccc(C(=O)Nc2nnc(CSC)o2)cc1

XYZ file:
```
51
Properties=species:S:1:pos:R:3:forces:R:3
H -1.814 2.968 -0.227 0.144 0.042 -0.057
H -0.105 0.614 -2.267 -0.009 0.020 -0.136
H -4.580 1.988 0.636 -0.128 0.044 -0.023
C 3.726 -2.189 -0.609 0.149 -0.251 0.609
S 4.313 -2.989 0.937 -0.094 -0.081 -0.057
N -2.917 -0.157 0.146 0.834 -0.658 -0.348
C 1.120 1.450 1.297 -0.026 0.065 -0.132
C 4.272 -0.826 -0.652 0.664 0.134 -0.426
C -3.808 2.139 -0.121 0.257 -0.189 0.004
H -3.865 -2.333 -1.162 -0.029 -0.069 -0.146
H -2.858 3.741 0.969 0.053 0.087 0.062
H 4.854 3.171 0.039 -0.145 -0.058 0.034
H 4.074 -2.784 -1.450 -0.126 0.122 -0.087
O 2.730 4.154 0.805 -0.116 0.158 0.110
S -1.598 -0.991 -0.413 0.244 0.543 0.017
H -2.721 0.947 -1.555 -0.197 0.161 -0.129
N 5.465 -0.457 -0.982 -0.478 -1.365 -0.249
C 0.248 0.871 -1.280 -0.049 -0.065 -0.163
C 4.394 1.254 -0.336 0.721 -0.857 -0.371
H -5.605 -0.948 0.022 -0.094 0.004 0.061
H -4.373 0.397 -1.268 0.146 -0.049 -0.048
H 6.120 -4.018 -0.268 0.114 -0.051 -0.048
N 5.551 0.876 -0.782 -0.280 1.630 0.340
C 2.835 3.030 0.390 0.117 -0.174 -0.084
C -3.763 -0.776 1.142 -0.319 -0.387 0.411
O -1.694 -1.257 -1.823 -0.011 0.261 0.092
H -5.275 -3.298 -0.709 -0.011 -0.066 -0.073
H -4.219 2.798 -0.887 -0.110 -0.040 0.005
C 6.050 -3.230 0.476 -0.442 0.113 -0.034
H 1.716 2.290 -1.935 0.053 0.012 -0.093
C -0.306 0.236 -0.186 -0.273 -0.397 -0.224
H 6.445 -2.295 0.087 0.145 -0.060 0.038
C 1.706 2.071 0.200 -0.555 0.129 -0.077
C -3.477 0.799 -0.782 -0.231 0.543 -0.282
C -4.434 -2.726 -0.322 -0.174 0.113 0.123
C -2.588 2.789 0.517 -0.255 -0.038 -0.033
H -4.143 0.005 1.808 0.107 -0.033 -0.018
H -3.103 -1.433 1.710 -0.201 0.065 0.192
H -0.338 -0.006 1.924 -0.021 -0.010 0.193
H -5.480 -2.012 1.421 -0.059 0.090 0.014
H 6.576 -3.521 1.379 0.074 -0.027 0.063
O -1.326 -2.081 0.477 -0.096 0.071 0.282
H 2.639 -2.168 -0.557 -0.001 -0.067 -0.112
N 4.068 2.531 0.013 0.003 0.385 0.111
H -2.174 2.144 1.288 0.082 0.002 0.100
C 0.114 0.520 1.099 0.110 -0.003 0.134
H -3.782 -3.394 0.234 0.065 -0.116 0.006
O 3.524 0.229 -0.223 0.191 0.152 0.114
C 1.262 1.794 -1.089 -0.013 0.123 0.272
C -4.925 -1.599 0.576 0.250 0.042 -0.051
H 1.468 1.681 2.292 0.021 -0.002 0.111
```
Positions in Å, forces in eV/Å.

---

Computed values of gap between HOMO and LUMO (unit: eV) for the preceding records, in sequence: 9.091; 8.961; 9.778; 8.537; 9.036.
Computed values of E_HOMO (unit: hartree) for the preceding records, in sequence: -0.313; -0.316; -0.353; -0.292; -0.325.
Computed values of relative energy (zero: lowest compared OMol25 entry of this formula, charge and spin) (unit: kcal/mol) for the preceding records, in sequence: 21.0; 0.9; 0.0; 31.9; 46.9.